{
  "formula": "C58H158N21O15P7S4",
  "method": "ωB97M-V with the def2-TZVPD basis set",
  "spin_multiplicity": 1,
  "gap_ha": 0.3041,
  "total_charge": 0,
  "largest_force_ev_per_a": 3.48,
  "e_above_lowest_kj_mol": 0.0,
  "energy_ev": -233083.326,
  "elements": ["C", "N", "C", "P", "O", "N", "C", "C", "N", "C", "C", "H", "H", "H", "H", "H", "H", "H", "H", "H", "H", "H", "H", "H", "H", "H", "H", "H", "H", "C", "N", "C", "P", "O", "N", "C", "C", "N", "C", "C", "H", "H", "H", "H", "H", "H", "H", "H", "H", "H", "H", "H", "H", "H", "H", "H", "H", "H", "C", "N", "C", "P", "O", "N", "C", "C", "N", "C", "C", "H", "H", "H", "H", "H", "H", "H", "H", "H", "H", "H", "H", "H", "H", "H", "H", "H", "H", "C", "N", "C", "P", "O", "N", "C", "C", "N", "C", "C", "H", "H", "H", "H", "H", "H", "H", "H", "H", "H", "H", "H", "H", "H", "H", "H", "H", "H", "C", "N", "C", "P", "O", "N", "C", "C", "N", "C", "C", "H", "H", "H", "H", "H", "H", "H", "H", "H", "H", "H", "H", "H", "H", "H", "H", "H", "H", "C", "N", "C", "P", "O", "N", "C", "C", "N", "C", "C", "H", "H", "H", "H", "H", "H", "H", "H", "H", "H", "H", "H", "H", "H", "H", "H", "H", "H", "C", "N", "C", "P", "O", "N", "C", "C", "N", "C", "C", "H", "H", "H", "H", "H", "H", "H", "H", "H", "H", "H", "H", "H", "H", "H", "H", "H", "H", "O", "S", "O", "C", "C", "C", "C", "H", "H", "H", "H", "H", "H", "H", "H", "O", "S", "O", "C", "C", "C", "C", "H", "H", "H", "H", "H", "H", "H", "H", "O", "S", "O", "C", "C", "C", "C", "H", "H", "H", "H", "H", "H", "H", "H", "O", "S", "O", "C", "C", "C", "C", "H", "H", "H", "H", "H", "H", "H", "H"],
  "xyz": [[12.3561, 20.8547, 18.4583], [12.6689, 20.6034, 19.8820], [13.5916, 21.5246, 20.4509], [12.3174, 19.1962, 20.5897], [12.7832, 19.3432, 22.0045], [10.7398, 19.1149, 20.1577], [10.0892, 17.8104, 20.3731], [9.9792, 20.1791, 20.8239], [12.8903, 17.7961, 19.9358], [14.0381, 17.1371, 20.5826], [12.7515, 17.5782, 18.5746], [13.2614, 20.9966, 17.8531], [11.8067, 21.8003, 18.4165], [11.7209, 20.0753, 18.0278], [13.2904, 22.5405, 20.1321], [14.6176, 21.3615, 20.1067], [13.5883, 21.4165, 21.5378], [9.2396, 17.6617, 19.6826], [10.7965, 17.0127, 20.2005], [9.7633, 17.7110, 21.4240], [10.6187, 21.0329, 20.8691], [9.0563, 20.3763, 20.2753], [9.7167, 19.8196, 21.7870], [14.5170, 16.4426, 19.9147], [14.7990, 17.8683, 20.8303], [13.6314, 16.6892, 21.4751], [12.6126, 16.5036, 18.3686], [13.6182, 17.8985, 17.9768], [11.8267, 18.0219, 18.1682], [18.8431, 19.8304, 26.3610], [18.2094, 18.6172, 26.4038], [18.8274, 17.5744, 27.1350], [16.5625, 18.6243, 26.2300], [16.1331, 17.2105, 26.3541], [15.6909, 19.5970, 27.2296], [15.4552, 18.9026, 28.5309], [15.6959, 21.0257, 27.2914], [16.3407, 19.5455, 24.8696], [15.0211, 20.0137, 24.4617], [17.1690, 19.2068, 23.7711], [18.1319, 20.6300, 26.1830], [19.6391, 19.8972, 25.6184], [19.3821, 20.0179, 27.3087], [19.2421, 17.9593, 28.0773], [19.6824, 17.1353, 26.6248], [18.1656, 16.7624, 27.3773], [16.2218, 19.1126, 29.2950], [14.5076, 19.2344, 28.9926], [15.4059, 17.7983, 28.4071], [16.3503, 21.3331, 28.0938], [16.0362, 21.5241, 26.3643], [14.6861, 21.3771, 27.5116], [15.0913, 21.0132, 24.0332], [14.5122, 19.4084, 23.6853], [14.3453, 20.1175, 25.3018], [16.5521, 18.7225, 22.9956], [17.9909, 18.5066, 23.9434], [17.5134, 20.1389, 23.2780], [20.0743, 17.6150, 13.8306], [20.6872, 17.6987, 12.5619], [19.9582, 18.4521, 11.4943], [22.2887, 17.5087, 12.4575], [22.7043, 17.3893, 11.0464], [23.0710, 18.7678, 13.3058], [22.3053, 19.9547, 13.2198], [24.4648, 18.8875, 12.9613], [22.6639, 16.1068, 13.1915], [23.1551, 15.9073, 14.5439], [22.6900, 14.8630, 12.4502], [20.6912, 17.1903, 14.6418], [19.2664, 16.8717, 13.8557], [19.6829, 18.5898, 14.1687], [20.6529, 18.3761, 10.6569], [19.7892, 19.4983, 11.7942], [19.0097, 17.9612, 11.2127], [21.4216, 19.9827, 13.8754], [22.9764, 20.7763, 13.5187], [21.9831, 20.1880, 12.1879], [24.4829, 19.3214, 11.9810], [24.9683, 19.4878, 13.7036], [24.9027, 17.8744, 13.0017], [24.2553, 15.8526, 14.6282], [22.7844, 16.6648, 15.2579], [22.7659, 14.9426, 14.9479], [21.7999, 14.2621, 12.5342], [23.5581, 14.2731, 12.7762], [22.6780, 14.9554, 11.3527], [17.7898, 10.0065, 12.5728], [17.0960, 11.2527, 12.9746], [15.9479, 11.0696, 13.7705], [17.7074, 12.7405, 12.6300], [18.9174, 12.5611, 11.8019], [16.4200, 13.6394, 12.1883], [16.6495, 15.0043, 11.7883], [15.5909, 12.9438, 11.2077], [18.0312, 13.6953, 13.9387], [17.0341, 13.8857, 15.0394], [19.3271, 13.4759, 14.4824], [18.1342, 9.4583, 13.4712], [18.7000, 10.2023, 12.0120], [17.2103, 9.2783, 11.9862], [15.4888, 12.0367, 14.0220], [16.1961, 10.5249, 14.6883], [15.1584, 10.5961, 13.2267], [17.3544, 15.4028, 12.5248], [17.1538, 14.9930, 10.8307], [15.7141, 15.5459, 11.7568], [15.3227, 11.9054, 11.4561], [14.6526, 13.5061, 11.1005], [16.1066, 13.0158, 10.2460], [17.1914, 14.8830, 15.4664], [16.0416, 13.8281, 14.6097], [17.1841, 13.1407, 15.8386], [19.5275, 14.1762, 15.3046], [20.1306, 13.5021, 13.7578], [19.3949, 12.4219, 14.7785], [13.9949, 18.4996, 10.5576], [13.8661, 18.1862, 11.8957], [13.0635, 16.9994, 12.2199], [13.8353, 19.4976, 12.9149], [12.8048, 20.5229, 12.9834], [13.8821, 18.7011, 14.3891], [13.5258, 19.4775, 15.5240], [15.0176, 17.8299, 14.6327], [15.2448, 20.1752, 12.4041], [15.2853, 21.5867, 12.1337], [16.4387, 19.3811, 12.1070], [14.5306, 17.6942, 10.0631], [14.4867, 19.4353, 10.3739], [13.0485, 18.5288, 10.0046], [13.6219, 16.1356, 11.8667], [12.0744, 17.0458, 11.7322], [12.9779, 16.9123, 13.2970], [12.9316, 18.8390, 16.1767], [14.4321, 19.8286, 16.0099], [12.9859, 20.3568, 15.1682], [14.9217, 17.2751, 15.5731], [15.1509, 17.1134, 13.8345], [15.8864, 18.4845, 14.6746], [16.2016, 22.0655, 12.5338], [15.2831, 21.8152, 11.0551], [14.4607, 22.1310, 12.6104], [16.7308, 19.2438, 11.0555], [16.3908, 18.3529, 12.4670], [17.2161, 19.9113, 12.6658], [23.8970, 16.6705, 18.3644], [23.2604, 16.4952, 19.6629], [22.6850, 17.7300, 20.1305], [22.6441, 15.0318, 20.0844], [21.8238, 15.2748, 21.2758], [21.7218, 14.1932, 18.9575], [20.2972, 14.5115, 18.8972], [22.2072, 13.5222, 17.8147], [24.0556, 14.1447, 19.9783], [24.0230, 12.7093, 20.2389], [25.2455, 14.7534, 20.6322], [24.7049, 17.4208, 18.4609], [23.1489, 17.0702, 17.6442], [24.3164, 15.7376, 17.9933], [22.1012, 18.2366, 19.3575], [23.4839, 18.4706, 20.2947], [22.0736, 17.5462, 20.9895], [20.0301, 15.1139, 18.0190], [19.7245, 13.5713, 18.9420], [20.0289, 15.0649, 19.7799], [21.8279, 12.5180, 17.6536], [21.9202, 14.0118, 16.8610], [23.2937, 13.4505, 17.8092], [24.8709, 12.2155, 19.8185], [23.9346, 12.5963, 21.3033], [23.1056, 12.3620, 19.7303], [25.0871, 15.8242, 20.6322], [26.1267, 14.4502, 20.0753], [25.2870, 14.4009, 21.6648], [24.6243, 21.8810, 24.2545], [23.8670, 20.9182, 23.6240], [24.5197, 20.3459, 22.4722], [22.4003, 20.4843, 24.2132], [22.3472, 20.6665, 25.6602], [21.1794, 21.3414, 23.5037], [21.2322, 21.5182, 22.0687], [20.3676, 22.3602, 24.1620], [22.2721, 18.9624, 23.6067], [20.8831, 18.3880, 23.6730], [23.2405, 17.9841, 24.0083], [24.0826, 22.3362, 25.0788], [24.8884, 22.7476, 23.5792], [25.5707, 21.5181, 24.7138], [23.9210, 19.5757, 21.9954], [25.5712, 20.1512, 22.7218], [24.5708, 21.2206, 21.7581], [21.9635, 20.9817, 21.4735], [20.2824, 21.2237, 21.6422], [21.4064, 22.5562, 21.8612], [20.3010, 22.1234, 25.2006], [20.6915, 23.3558, 23.9467], [19.3665, 22.2992, 23.6967], [20.7977, 17.4883, 23.0359], [20.7038, 18.1837, 24.7101], [20.1876, 19.1532, 23.3110], [23.4517, 18.0292, 25.1010], [24.2231, 18.0857, 23.5488], [22.8475, 17.0219, 23.7356], [17.2157, 13.9495, 21.0473], [17.9608, 14.7762, 21.9634], [18.3776, 16.1132, 21.6310], [17.1149, 14.8838, 23.6028], [18.2476, 14.6570, 24.5778], [19.1401, 13.5657, 24.0120], [19.4200, 13.8333, 22.5666], [16.3037, 14.1523, 23.5817], [16.4981, 15.7842, 23.7123], [18.8984, 15.5565, 24.4819], [17.9881, 14.5160, 25.6473], [18.5547, 12.6758, 24.2584], [20.0746, 13.4792, 24.5734], [19.4997, 12.9649, 21.9047], [20.3048, 14.4489, 22.4926], [21.7307, 21.2272, 19.0377], [22.4799, 21.9660, 18.0327], [21.8768, 23.0085, 17.2173], [23.9302, 22.6673, 18.8708], [25.1006, 21.7747, 18.3212], [24.6366, 20.4600, 17.7123], [23.3365, 20.6721, 16.9679], [23.8857, 22.5969, 19.9427], [24.0095, 23.7380, 18.6441], [25.5599, 22.3383, 17.5169], [25.8124, 21.6403, 19.1526], [24.4614, 19.6981, 18.4924], [25.3976, 19.9662, 17.0939], [22.7862, 19.7406, 16.8802], [23.4240, 21.0629, 15.9633], [16.7455, 23.1886, 18.1662], [17.4291, 23.8232, 19.2782], [16.8888, 23.6205, 20.6118], [19.2170, 23.5739, 19.2974], [19.8752, 24.9873, 19.1415], [18.8056, 26.0704, 19.4375], [17.4475, 25.5971, 18.9794], [19.4829, 22.9087, 18.4821], [19.4888, 23.0121, 20.2100], [20.6918, 25.1496, 19.8454], [20.1830, 25.0881, 18.1032], [19.0970, 27.0090, 18.9558], [18.7513, 26.3051, 20.5001], [17.2441, 25.7544, 17.9177], [16.6115, 26.0714, 19.4799], [18.5909, 19.8538, 16.1808], [18.1559, 18.9004, 17.1931], [17.8128, 17.5297, 16.8091], [19.3649, 18.7970, 18.5797], [18.4378, 18.4934, 19.7057], [17.2296, 19.4109, 19.5361], [16.7406, 19.5502, 18.0894], [19.9241, 19.7182, 18.7744], [19.9891, 17.9495, 18.2403], [18.0827, 17.4614, 19.6703], [18.9248, 18.6459, 20.6573], [17.4912, 20.4554, 19.7341], [16.4522, 19.2179, 20.2766], [16.5551, 20.6042, 17.8226], [15.8850, 18.9321, 17.7895]]
}